1.
ORCA calculation (ωB97M-V/def2-TZVPD) on 2 unconnected molecules or ions with the total composition C15H21N2O5P2S2.

Net charge: +1
2S+1: 1
Energy above the lowest of the compared OMol25 structures with the same formula, charge and spin, eV: 0.000

Positions of all 47 atoms, in Å:
C1 -4.1951 -0.2372 -0.8271
C2 -3.3486 -1.1992 -1.6781
O1 -3.0623 -2.4392 -1.0685
C3 -2.4172 -2.3689 0.1845
C4 -1.0065 -1.8051 0.1263
C5 -0.3204 -1.8499 -1.0754
C6 0.9673 -1.3349 -1.1946
P1 1.7022 -1.3796 -2.8279
O2 3.2596 -1.6002 -2.7270
O3 1.1739 -2.7070 -3.5136
S1 1.2252 0.2302 -3.8549
C7 1.6017 -0.7788 -0.0860
C8 0.9408 -0.7625 1.1553
C9 -0.3728 -1.2711 1.2631
P2 -1.3313 -1.2810 2.8505
O4 -0.1418 -1.8186 3.8572
O5 -1.3089 0.3353 3.2005
N1 1.6352 -0.2149 2.2373
C10 2.1766 1.0742 2.0374
C11 1.9625 2.1088 2.9386
C12 2.5371 3.3491 2.6994
C13 3.3115 3.5708 1.5706
C14 3.5210 2.5392 0.6690
C15 2.9561 1.2946 0.9119
S2 3.2304 -0.0845 -0.1562
H1 -4.9753 0.2044 -1.4486
H2 -3.5973 0.6046 -0.4595
H3 -4.6624 -0.7325 0.0206
H4 -2.4303 -0.6907 -2.0072
H5 -3.8965 -1.4482 -2.5874
H6 -2.3466 -3.3990 0.5453
H7 -3.0280 -1.8413 0.9213
H8 -0.7907 -2.2989 -1.9417
H9 3.7372 -0.7568 -2.7549
H10 0.6078 -2.4632 -4.2619
H11 -0.2139 -1.3756 4.7150
H12 -0.9909 0.8893 2.4786
H13 1.1462 -0.3081 3.1126
H14 1.3648 1.9413 3.8279
H15 2.3666 4.1549 3.4026
H16 3.7511 4.5412 1.3775
H17 4.1310 2.6711 -0.2162
N2 -0.9812 1.7951 -2.2805
H18 -0.5170 2.6163 -1.8926
H19 -1.2721 1.1721 -1.5245
H20 -1.7979 2.0839 -2.8186
H21 -0.3008 1.2705 -2.8999

Cartesian forces (eV/Å) of the 2 atoms listed first:
C 0.3 0.3 -0.3
C -0.6 0.2 0.0

=====

2.
ORCA calculation (ωB97M-V/def2-TZVPD) on 4 unconnected molecules or ions with the total composition C52H40BClNO7 at a distorted geometry.

Net charge: +1
2S+1: 1

Positions of all 102 atoms, in Å:
C1 1.2960 -0.5568 0.1932
B1 0.4124 -1.1836 -1.0472
O1 0.1124 -0.3456 -2.1711
N1 -0.0192 -2.6641 -0.9530
C2 0.6617 -3.3658 -2.0944
C3 1.3286 -4.7785 -1.7276
C4 0.5808 -5.6210 -0.5895
Cl1 3.0877 -4.5262 -1.2504
C5 -1.5088 -2.7720 -0.9240
C6 -2.3874 -1.7945 -0.0568
C7 -3.9569 -1.8938 -0.0284
C8 -4.7371 -2.9746 -0.8448
C9 -3.8774 -3.9740 -1.6649
C10 -2.3373 -3.8655 -1.6999
H1 1.8238 0.4115 -0.0966
H2 0.6716 -0.4773 1.1557
H3 2.1239 -1.3476 0.3931
H4 0.9264 0.2078 -2.3079
H5 0.3150 -2.9669 -0.0083
H6 1.5361 -2.6800 -2.4263
H7 0.0083 -3.4688 -3.0397
H8 1.2987 -5.4096 -2.6954
H9 -0.5531 -5.6805 -0.6907
H10 0.9647 -6.7093 -0.6862
H11 0.9108 -5.2855 0.4648
H12 -1.9492 -0.9643 0.5971
H13 -4.6083 -1.1725 0.5942
H14 -5.8686 -3.0914 -0.8540
H15 -4.3459 -4.8139 -2.2999
H16 -1.7517 -4.6264 -2.3183
C11 -1.9386 2.6436 -3.1658
C12 -0.6266 2.5138 -2.7154
C13 0.4335 2.8351 -3.5560
C14 0.1848 3.2765 -4.8559
C15 -1.1274 3.3833 -5.3147
C16 -2.1902 3.0767 -4.4627
C17 -1.4037 3.8034 -6.7082
O2 -2.5504 3.9002 -7.1080
C18 -0.2656 4.0948 -7.6080
C19 -0.5080 4.4359 -8.9394
C20 0.5552 4.7243 -9.7889
C21 1.8629 4.6822 -9.3100
C22 2.1092 4.3373 -7.9857
C23 1.0455 4.0334 -7.1344
C24 1.3201 3.6331 -5.7370
O3 2.4642 3.5911 -5.3167
H17 -2.7659 2.4013 -2.5062
H18 -0.4305 2.1638 -1.7071
H19 1.4543 2.7371 -3.1976
H20 -3.2143 3.1708 -4.8100
H21 -1.5245 4.4739 -9.3186
H22 0.3645 4.9844 -10.8252
H23 2.6914 4.9144 -9.9715
H24 3.1305 4.3016 -7.6198
C25 -2.8539 3.8318 2.7456
C26 -2.8702 2.4938 2.3572
C27 -3.9577 1.6890 2.6783
C28 -5.0279 2.2167 3.3996
C29 -5.0011 3.5490 3.8095
C30 -3.9163 4.3597 3.4711
C31 -6.1090 4.1077 4.6186
O4 -6.0878 5.2725 4.9738
C32 -7.2367 3.2263 4.9951
C33 -8.2595 3.7219 5.8050
C34 -9.3301 2.9045 6.1529
C35 -9.3878 1.5930 5.6862
C36 -8.3681 1.0935 4.8837
C37 -7.2853 1.9066 4.5444
C38 -6.1882 1.3551 3.7198
O5 -6.2343 0.2047 3.3129
H25 -2.0091 4.4623 2.4871
H26 -2.0347 2.0789 1.8016
H27 -3.9672 0.6485 2.3686
H28 -3.8957 5.4013 3.7757
H29 -8.2228 4.7437 6.1697
H30 -10.1217 3.2905 6.7871
H31 -10.2270 0.9582 5.9522
H32 -8.4166 0.0694 4.5272
C39 7.3070 -1.5237 6.7869
C40 6.7459 -0.3984 6.1870
C41 6.4267 -0.4166 4.8337
C42 6.6793 -1.5583 4.0723
C43 7.2637 -2.6767 4.6679
C44 7.5667 -2.6612 6.0302
C45 7.5824 -3.8767 3.8612
O6 8.0891 -4.8551 4.3808
C46 7.2835 -3.8659 2.4111
C47 7.6303 -4.9672 1.6263
C48 7.3411 -4.9711 0.2655
C49 6.6971 -3.8800 -0.3140
C50 6.3552 -2.7792 0.4635
C51 6.6565 -2.7662 1.8261
C52 6.3197 -1.5746 2.6370
O7 5.7586 -0.6173 2.1279
H33 7.5474 -1.5118 7.8452
H34 6.5553 0.4932 6.7758
H35 5.9850 0.4615 4.3732
H36 8.0090 -3.5327 6.5022
H37 8.1296 -5.8218 2.0722
H38 7.6160 -5.8262 -0.3439
H39 6.4651 -3.8861 -1.3746
H40 5.8579 -1.9301 0.0050

Cartesian forces (eV/Å) of the 2 atoms listed first:
C 0.4 -1.5 -0.5
B 0.7 3.9 -0.4

=====

Looking at LUMO energy for the records above, in order, we have -3.4, -3.2 eV.
Looking at frontier orbital gap for the records above, in order, we have 0.2738, 0.2972 Eh.